Entry 1:
The following is a DFT calculation (ωB97M-V/def2-TZVPD) of C42H41BBrHoN7O4 as an isolated structure.

Structure (ORCA input):
```
! RIJCOSX wB97M-V def2-TZVPD def2/J DEFGRID3
* xyz 1 5
Ho -0.05 -1.43 0.79
N 3.90 0.97 2.14
C 3.26 0.21 1.13
N 1.77 0.04 1.32
C 1.16 1.00 2.27
N 0.00 0.77 2.79
N -0.67 -0.33 2.44
C -1.74 -0.77 3.20
C -2.29 -1.97 2.84
C -3.31 -2.62 3.62
C -3.72 -3.87 3.31
C -3.15 -4.53 2.17
C -2.24 -3.86 1.42
N -1.79 -2.60 1.68
C 1.90 2.21 2.59
C 1.27 3.37 3.04
C 2.01 4.47 3.43
C 3.40 4.43 3.37
C 4.04 3.28 2.92
C 3.29 2.18 2.52
H 4.90 1.02 2.04
H 3.75 -0.77 1.07
H -2.04 -0.22 4.08
H -3.71 -2.08 4.47
H -4.46 -4.38 3.90
H -3.44 -5.54 1.90
H -1.83 -4.34 0.53
H 0.19 3.38 3.09
H 1.51 5.37 3.77
H 3.98 5.28 3.69
H 5.12 3.23 2.89
C -2.62 -1.97 -1.46
O -1.19 -1.96 -1.32
C -0.55 -2.88 -2.21
C 0.95 -2.70 -2.10
O 1.33 -2.82 -0.72
C 2.70 -3.19 -0.58
H -3.01 -2.98 -1.33
H -2.90 -1.59 -2.44
H -3.02 -1.33 -0.68
H -0.86 -2.69 -3.24
H -0.84 -3.90 -1.94
H 1.24 -1.71 -2.47
H 1.45 -3.46 -2.70
H 2.89 -4.15 -1.08
H 2.91 -3.31 0.48
H 3.36 -2.43 -1.00
N 6.56 3.46 -5.36
C 5.99 3.05 -4.45
C 5.25 2.52 -3.35
C 3.93 2.94 -3.14
C 3.19 2.39 -2.12
C 3.75 1.42 -1.28
C 5.09 1.06 -1.46
C 5.83 1.59 -2.49
C 2.95 0.81 -0.24
C 1.62 0.56 -0.06
H 3.51 3.69 -3.79
H 2.18 2.73 -1.94
H 5.54 0.32 -0.80
H 6.86 1.29 -2.65
Br 0.93 -6.75 3.53
C 1.44 -4.94 3.51
C 2.26 -4.41 4.49
C 2.56 -3.06 4.41
C 2.04 -2.30 3.37
N 1.27 -2.82 2.41
C 0.98 -4.12 2.49
H 2.63 -5.03 5.29
H 3.19 -2.59 5.15
H 2.25 -1.24 3.33
H 0.35 -4.54 1.71
C -5.05 4.10 -2.96
C -5.07 2.61 -2.58
C -5.87 1.81 -3.63
C -5.78 2.48 -1.23
C -3.64 2.09 -2.53
C -2.85 2.15 -3.69
C -1.51 1.76 -3.72
C -0.98 1.30 -2.53
O 0.32 0.97 -2.24
B 0.34 0.74 -0.88
O -0.95 0.77 -0.34
C -1.75 1.21 -1.39
C -3.07 1.60 -1.35
H -6.07 4.48 -3.03
H -4.56 4.28 -3.92
H -4.52 4.67 -2.20
H -6.88 2.21 -3.71
H -5.94 0.76 -3.33
H -5.41 1.86 -4.61
H -6.80 2.84 -1.33
H -5.28 3.09 -0.47
H -5.82 1.44 -0.89
H -3.28 2.52 -4.61
H -0.91 1.84 -4.61
H -3.63 1.54 -0.43
*
```

energy = -159351.9664 eV
expectation value of S² = 6.071



Entry 2:
The following is a DFT calculation (ωB97M-V/def2-TZVPD) of a 4-piece molecular cluster, C37H72BrN3O14S overall.

Structure (ORCA input):
```
! RIJCOSX wB97M-V def2-TZVPD def2/J DEFGRID3
* xyz 0 1
C -1.23 -0.63 -4.70
C -0.73 -0.80 -3.15
O 0.23 -1.92 -2.96
C -0.46 -3.15 -2.54
C -0.20 -3.54 -0.94
C 1.40 -3.75 -0.61
C 1.81 -3.46 0.96
C 3.03 -2.37 1.01
C 2.56 -0.85 1.50
C 3.13 -0.83 3.04
C 2.75 0.51 3.91
O 3.53 1.61 4.04
N 1.44 0.57 4.72
C 1.89 0.08 6.11
C 1.04 2.03 4.98
C 3.29 0.09 0.35
C 3.78 1.61 0.75
C 3.81 2.55 -0.60
S 5.19 2.05 -1.82
C 5.20 3.51 -3.04
N 6.30 4.48 -3.41
N 5.62 5.32 -4.32
C 4.16 4.90 -4.51
O 3.88 3.71 -3.68
C 2.19 -0.11 -0.87
O 2.40 0.07 -2.19
O 0.91 -0.58 -0.31
C 0.99 -0.50 1.18
Br 0.27 1.34 1.51
H -1.58 0.51 -4.81
H -2.18 -1.27 -4.98
H -0.38 -0.79 -5.49
H -1.62 -0.85 -2.35
H -0.13 0.20 -2.89
H -1.61 -3.00 -2.78
H -0.09 -4.01 -3.27
H -0.73 -4.60 -0.80
H -0.73 -2.73 -0.29
H 1.69 -4.85 -0.90
H 1.98 -3.05 -1.38
H 0.90 -3.24 1.67
H 2.28 -4.49 1.35
H 3.83 -2.75 1.81
H 3.56 -2.39 -0.03
H 2.79 -1.77 3.65
H 4.32 -0.87 3.00
H 2.82 0.75 6.43
H 2.32 -1.02 6.06
H 1.05 0.22 6.92
H 1.73 2.54 5.81
H -0.04 2.01 5.46
H 1.02 2.69 4.02
H 4.28 -0.33 -0.17
H 3.10 2.16 1.53
H 4.88 1.54 1.21
H 2.80 2.60 -1.19
H 4.08 3.67 -0.28
H 3.31 5.38 -5.16
H 0.23 -1.17 1.79
C -7.29 -0.12 -3.37
O -6.19 0.48 -2.70
C -6.00 1.85 -3.06
C -5.40 2.64 -1.90
O -6.34 2.93 -0.86
C -6.74 1.82 -0.04
C -5.63 1.30 0.88
O -4.69 0.51 0.15
C -3.39 0.56 0.69
H -7.08 -0.19 -4.44
H -7.43 -1.13 -2.96
H -8.20 0.45 -3.19
H -6.96 2.30 -3.36
H -5.32 1.87 -3.92
H -5.09 3.61 -2.29
H -4.50 2.16 -1.50
H -7.17 1.02 -0.65
H -7.55 2.20 0.59
H -6.06 0.66 1.66
H -5.13 2.15 1.36
H -3.03 1.59 0.76
H -2.72 0.02 0.02
H -3.37 0.08 1.68
C 1.18 -6.94 6.71
O 1.42 -6.27 7.94
C 2.51 -5.36 7.86
C 2.30 -4.19 8.83
O 1.33 -3.24 8.39
C -0.04 -3.67 8.43
C -0.59 -3.80 9.86
O -0.12 -5.01 10.46
C -0.01 -4.90 11.87
H 2.02 -7.60 6.46
H 0.27 -7.54 6.82
H 1.01 -6.21 5.91
H 2.62 -4.96 6.84
H 3.42 -5.90 8.14
H 3.24 -3.63 8.89
H 2.09 -4.53 9.84
H -0.19 -4.58 7.85
H -0.61 -2.88 7.93
H -1.69 -3.86 9.83
H -0.29 -2.93 10.45
H 0.64 -4.06 12.15
H 0.45 -5.82 12.25
H -1.00 -4.79 12.32
C 1.27 2.95 -5.60
O 1.10 3.70 -6.80
C 1.81 3.15 -7.90
C 1.08 3.45 -9.22
O -0.09 2.64 -9.42
C -1.22 2.94 -8.59
C -1.89 4.27 -8.93
O -1.13 5.36 -8.41
C -1.26 6.54 -9.18
H 2.31 3.01 -5.27
H 0.62 3.37 -4.83
H 0.99 1.90 -5.76
H 1.92 2.06 -7.79
H 2.80 3.62 -7.92
H 1.76 3.19 -10.04
H 0.85 4.51 -9.33
H -0.96 2.87 -7.54
H -1.94 2.14 -8.79
H -2.88 4.32 -8.48
H -1.99 4.36 -10.02
H -0.99 6.36 -10.23
H -0.58 7.30 -8.78
H -2.29 6.92 -9.12
*
```

SMILES = CCOCCCCC[C@@]1(CC(=O)N(C)C)[C@H](CCSc2nnco2)C(=O)O[C@@H]1Br.COCCOCCOC.COCCOCCOC.COCCOCCOC
energy = -153529.9283 eV



Entry 3:
The following is a DFT calculation (ωB97M-V/def2-TZVPD) of a 2-piece molecular cluster, ClH2O overall.

Structure (ORCA input):
```
! RIJCOSX wB97M-V def2-TZVPD def2/J DEFGRID3
* xyz -1 1
O 0.27 -1.26 0.48
H -0.16 -0.88 1.28
H 0.02 -0.65 -0.25
Cl -0.13 2.79 -1.51
*
```

energy above the lowest of the compared OMol25 structures with the same formula, charge and spin = 0.351 eV



Entry 4:
The following is a DFT calculation (ωB97M-V/def2-TZVPD) of C39H50Cl69FN2O6P3S as an isolated structure.

Structure (ORCA input):
```
! RIJCOSX wB97M-V def2-TZVPD def2/J DEFGRID3
* xyz 1 1
C 4.29 -1.03 1.11
C 3.23 -0.45 0.00
N 1.80 -0.98 0.18
C 1.05 -0.59 -1.07
O 1.44 -1.59 -2.12
C 2.01 -0.92 -3.30
O 3.22 -1.33 -3.76
C 1.28 0.30 -4.16
C -0.34 0.42 -4.39
C -1.12 1.62 -5.18
C -0.20 2.83 -5.83
C 1.43 2.71 -5.66
C 2.22 1.49 -4.85
C -0.58 -0.63 -0.99
F -1.03 -1.85 -1.68
C -1.22 -0.37 0.49
P -3.12 -0.76 0.59
O -3.85 0.24 -0.68
O -3.86 -0.26 2.08
S -3.59 -2.60 0.19
C -0.36 -0.97 1.74
P -0.55 -2.83 2.08
C 0.49 -3.45 3.56
C -0.25 -3.94 0.56
P -0.83 -0.10 3.42
O -1.85 -1.15 4.38
O -1.58 1.45 3.13
C 1.22 -0.49 1.48
N 1.24 1.01 1.67
H 3.93 -2.05 1.58
H 4.30 -0.25 2.02
H 5.40 -1.09 0.72
H 3.67 -0.75 -1.07
H 3.27 0.74 0.01
H 1.93 -2.03 0.29
H 1.39 0.50 -1.36
H -1.00 -0.43 -3.89
H -2.31 1.58 -5.23
H -0.77 3.70 -6.37
H 2.11 3.54 -6.13
H 3.40 1.45 -4.76
H -0.96 0.28 -1.67
H -1.18 0.82 0.64
H -4.55 0.84 -0.25
H -4.49 0.51 1.91
H -0.01 -4.45 3.94
H 0.43 -2.67 4.44
H 1.59 -3.73 3.24
H -1.26 -4.30 0.05
H 0.39 -3.47 -0.30
H 0.28 -4.93 0.94
H -1.30 -1.35 5.20
H -1.99 1.78 3.99
H 1.82 -0.94 2.40
H 1.11 1.52 0.76
H 2.17 1.28 2.07
C -7.59 2.47 -1.28
Cl -7.02 1.17 -2.34
Cl -6.83 2.35 0.32
Cl -7.27 4.05 -2.01
H -8.67 2.36 -1.16
C 6.77 -0.30 4.65
Cl 7.04 0.15 6.34
Cl 6.63 -2.06 4.50
Cl 5.32 0.50 4.02
H 7.63 0.03 4.06
C 10.24 1.45 2.88
Cl 10.60 0.47 4.31
Cl 8.49 1.50 2.58
Cl 10.88 3.09 3.08
H 10.72 1.00 2.01
C 1.95 -4.66 -3.78
Cl 0.26 -4.39 -3.33
Cl 2.59 -6.11 -2.98
Cl 2.12 -4.80 -5.54
H 2.54 -3.80 -3.44
C -10.78 2.98 1.72
Cl -9.53 1.95 2.44
Cl -11.07 4.40 2.74
Cl -10.31 3.48 0.09
H -11.71 2.41 1.65
C -4.07 1.65 -7.95
Cl -2.71 1.26 -6.89
Cl -4.74 3.24 -7.54
Cl -3.57 1.60 -9.65
H -4.85 0.90 -7.80
C -8.33 4.85 5.77
Cl -8.69 3.78 7.13
Cl -8.39 6.55 6.29
Cl -6.74 4.47 5.07
H -9.09 4.70 5.00
C 8.95 5.99 5.54
Cl 8.43 6.43 3.90
Cl 8.66 4.27 5.84
Cl 10.66 6.39 5.78
H 8.35 6.57 6.25
C 8.33 -5.84 3.50
Cl 6.64 -5.57 3.95
Cl 8.96 -7.29 4.30
Cl 8.49 -5.98 1.74
H 8.92 -4.98 3.83
C 11.59 -4.27 -0.22
Cl 10.95 -2.93 0.76
Cl 13.05 -3.76 -1.09
Cl 11.93 -5.67 0.80
H 10.84 -4.55 -0.96
C -3.62 -0.29 -13.38
Cl -2.40 -1.33 -14.16
Cl -2.83 0.94 -12.38
Cl -4.66 0.46 -14.60
H -4.24 -0.92 -12.74
C -3.53 -3.74 6.52
Cl -4.04 -3.30 4.88
Cl -3.82 -5.46 6.82
Cl -1.82 -3.34 6.76
H -4.12 -3.15 7.23
C 2.73 -4.85 6.48
Cl 1.46 -5.81 5.70
Cl 3.04 -5.46 8.11
Cl 4.21 -4.87 5.51
H 2.38 -3.82 6.56
C -3.30 6.22 -5.42
Cl -2.74 6.91 -3.88
Cl -2.98 4.48 -5.47
Cl -5.03 6.54 -5.65
H -2.75 6.69 -6.23
C -5.42 8.09 8.07
Cl -4.45 6.69 7.55
Cl -5.40 8.22 9.84
Cl -4.81 9.58 7.33
H -6.45 7.93 7.75
C -11.90 6.63 -1.48
Cl -13.17 5.67 -2.26
Cl -11.58 6.02 0.15
Cl -10.42 6.61 -2.45
H -12.25 7.66 -1.40
C 10.40 -7.41 -3.01
Cl 9.76 -6.08 -2.04
Cl 11.86 -6.91 -3.88
Cl 10.74 -8.82 -2.00
H 9.64 -7.70 -3.75
C 6.07 -4.83 -4.34
Cl 7.43 -5.22 -3.28
Cl 5.40 -3.24 -3.93
Cl 6.57 -4.88 -6.04
H 5.29 -5.58 -4.19
C 5.32 0.65 10.08
Cl 6.21 2.05 9.44
Cl 4.42 -0.16 8.78
Cl 6.43 -0.48 10.86
H 4.61 1.01 10.82
C -10.10 -0.14 6.38
Cl -10.05 0.65 7.97
Cl -11.64 -0.99 6.15
Cl -9.84 1.05 5.09
H -9.29 -0.87 6.34
C 0.30 -7.22 -8.38
Cl 1.16 -8.66 -8.96
Cl 0.80 -5.79 -9.31
Cl -1.45 -7.45 -8.49
H 0.57 -7.06 -7.34
C -0.23 4.09 -0.30
Cl 0.34 2.79 -1.35
Cl 0.52 3.98 1.30
Cl 0.09 5.67 -1.02
H -1.32 3.99 -0.17
C -8.21 4.17 -9.18
Cl -6.99 3.14 -9.96
Cl -7.42 5.40 -8.18
Cl -9.25 4.93 -10.40
H -8.83 3.54 -8.54
*
```

energy = -961962.7623 eV



no.,F_max (Eh/bohr)
1,0.0879
2,0.1823
3,0.0225
4,0.1764